Density functional theory data (ωB97M-V/def2-TZVPD) for a structure of composition CHCl3FOP at a distorted geometry.

The geometry in XYZ format:
```
8
CHCl3FOP | the Open Molecules 2025 dataset | ωB97M-V/def2-TZVPD
C -0.40279 0.65457 0.13710
O -2.65928 1.68915 -1.24961
F -1.44770 -2.21424 1.03695
P -1.80473 0.52183 -1.15730
Cl 0.58582 1.86483 -0.67306
Cl -1.09482 1.21571 1.62052
Cl -1.02910 -0.04120 -2.89671
H 0.12070 -0.29235 0.27015
```

## Properties
Relative energy (zero: lowest compared OMol25 entry of this formula, charge and spin), eV: 6.116
HOMO energy (alpha / beta), eV: -9.359 / -9.348
Frontier orbital gap (alpha / beta), Eh: 0.181 / 0.181
Calculated total energy, Ha: -1935.60467